No. 1
73
Properties=species:S:1:pos:R:3:forces:R:3 method="wB97M-V/def2-TZVPD" homo_ha="-0.393 / -0.390" charge=+1 spin_multiplicity=2 homo_lumo_gap_ev="7.51 / 5.31"
Ir 1.25526 1.30172 0.34588 0.554 -0.109 -0.590
C 3.67227 -0.27782 1.40416 0.093 0.113 0.002
N 3.04256 1.04364 1.25441 -0.109 -0.194 0.031
C 3.50887 2.07461 1.88685 0.022 0.100 0.001
C 2.76176 3.26368 1.79248 -0.008 -0.078 -0.073
C 2.84942 4.57226 2.24095 -0.028 0.165 -0.026
C 1.71607 5.23050 1.74379 0.139 0.099 0.079
C 0.97510 4.30528 1.01313 0.082 -0.177 -0.095
N 1.60932 3.12030 1.03778 -0.703 0.313 0.197
C 2.91733 -1.16492 2.35864 -0.019 -0.042 0.054
C 2.12899 -2.20857 1.89444 0.004 -0.111 -0.101
C 1.46170 -3.02903 2.79491 0.014 0.021 0.006
C 1.57093 -2.80411 4.15877 -0.029 -0.025 -0.041
C 2.35450 -1.75830 4.62508 -0.011 0.010 0.022
C 3.02744 -0.94753 3.72792 -0.031 0.053 -0.003
H 4.68333 -0.10643 1.77960 0.035 -0.024 -0.047
H 3.74733 -0.74309 0.42253 -0.050 0.019 -0.022
H 4.42406 1.99687 2.46420 0.017 -0.007 -0.021
H 3.63649 4.99416 2.84441 -0.013 -0.008 0.001
H 1.44877 6.26175 1.90549 0.000 -0.012 0.006
H 0.03564 4.42715 0.49669 0.002 -0.001 0.030
H 2.04155 -2.38623 0.82612 0.011 0.028 0.175
H 0.86158 -3.85004 2.42468 -0.020 -0.016 0.006
H 1.05044 -3.44269 4.86087 -0.001 0.010 -0.022
H 2.44338 -1.57770 5.68782 0.004 -0.004 0.004
H 3.64590 -0.13719 4.10036 0.000 -0.008 -0.004
Cl 3.54016 -0.11785 -6.01458 -0.012 -0.005 0.015
C 2.86576 -0.22420 -4.42610 0.014 -0.013 -0.025
C 2.35459 -1.40972 -3.97897 -0.003 -0.036 0.000
C 1.81823 -1.53208 -2.68129 -0.016 -0.019 -0.031
I 1.03436 -3.34232 -2.04488 0.000 -0.002 0.005
C 1.79198 -0.45188 -1.82849 -0.189 0.039 0.111
O 1.35697 -0.49160 -0.57979 -0.058 -0.177 0.274
C 2.28997 0.77954 -2.31659 -0.092 -0.012 0.081
N 2.20017 1.82091 -1.43532 0.033 0.126 0.003
C 2.68493 3.00202 -1.78254 -0.057 -0.139 -0.019
C 3.28231 3.21528 -3.03261 -0.042 0.051 0.066
C 3.35929 2.19254 -3.93692 -0.009 -0.057 -0.020
C 2.85015 0.92250 -3.59519 0.006 0.055 -0.026
H 2.36948 -2.27250 -4.63051 -0.004 0.001 0.002
H 2.58807 3.80656 -1.07001 -0.013 0.020 0.098
H 3.66268 4.19935 -3.26474 -0.001 -0.006 0.002
H 3.80640 2.34246 -4.91022 0.002 -0.003 0.007
C -4.39268 -3.04011 1.90355 0.055 -0.046 -0.003
C -4.73805 -2.10657 0.75731 -0.008 -0.013 0.010
C -5.19611 -2.86931 -0.47425 -0.016 0.026 -0.004
C -5.64876 -1.89772 -1.54919 0.008 0.001 0.011
C -4.56782 -0.89228 -1.83681 -0.023 -0.004 -0.018
C -4.50717 -0.25548 -3.05378 -0.033 -0.014 0.003
C -3.49249 0.65878 -3.32429 0.016 0.013 -0.008
F -3.47737 1.24903 -4.52485 -0.002 0.000 0.000
C -2.51856 0.94899 -2.41600 0.013 0.022 -0.030
C -2.55695 0.31145 -1.16841 0.010 0.010 0.014
C -1.50319 0.58009 -0.20883 -0.111 -0.221 -0.012
O -0.59072 1.39880 -0.56315 0.412 0.513 0.014
C -1.57401 -0.09761 1.01937 0.109 0.010 -0.058
C -2.62727 -0.96092 1.24447 -0.038 -0.016 -0.025
N -3.59201 -1.22603 0.37519 0.076 0.024 0.070
C -3.58038 -0.60038 -0.87274 -0.011 -0.007 -0.030
C -0.64788 0.09237 2.18388 -0.133 0.235 -0.103
O -0.85504 -0.45364 3.23537 -0.008 -0.071 0.044
O 0.34387 0.96440 2.03508 0.239 -0.397 0.001
H -5.22013 -3.73658 2.02873 -0.005 0.000 0.011
H -4.26209 -2.52415 2.85339 0.004 -0.008 -0.007
H -3.49196 -3.62115 1.68541 -0.071 0.035 0.010
H -5.54158 -1.43182 1.06817 -0.011 -0.005 0.003
H -6.01258 -3.53096 -0.18789 -0.004 0.001 0.003
H -4.37660 -3.49534 -0.83590 0.025 -0.022 -0.014
H -6.54997 -1.37657 -1.21210 -0.001 0.001 -0.006
H -5.91388 -2.42043 -2.46774 0.008 -0.005 -0.002
H -5.24234 -0.46547 -3.82081 0.008 0.002 0.009
H -1.72641 1.64672 -2.64408 -0.016 -0.008 0.000
H -2.66538 -1.44537 2.20767 -0.006 0.005 0.004

=====

No. 2
83
Properties=species:S:1:pos:R:3:forces:R:3 method="wB97M-V/def2-TZVPD" homo_ha=-0.081 charge=-2 homo_lumo_gap_ev=6.34
Sc -0.43094 0.06253 -0.79124 0.088 0.317 0.706
C -3.44079 -2.66878 5.06162 -0.001 -0.019 -0.137
C -2.67031 -2.47985 3.77857 0.007 -0.037 0.088
C -1.49834 -3.17975 3.51988 -0.089 -0.004 -0.044
C -0.77462 -2.94563 2.37219 0.038 0.038 -0.121
C -1.13214 -1.95341 1.43069 -0.132 -0.221 0.129
N -0.34591 -1.66794 0.35438 -0.214 -0.233 0.472
C 1.02783 -1.87393 0.32406 0.388 -0.436 -0.032
C 1.84553 -1.81323 1.46873 -0.066 0.067 -0.074
C 3.22082 -1.81776 1.38480 -0.002 -0.034 0.058
C 3.86743 -1.92463 0.16030 0.019 -0.047 -0.078
C 5.36615 -1.83384 0.05488 -0.071 0.037 0.006
C 3.08138 -2.03807 -0.97616 0.078 -0.007 0.146
C 1.69276 -2.00074 -0.92942 -0.333 0.120 0.060
C 0.84840 -2.03353 -2.22428 0.024 -0.536 -0.259
O -0.16733 -1.13148 -2.28211 0.244 -0.927 -1.031
C 1.70010 -1.76526 -3.50531 0.102 0.143 -0.245
F 0.89698 -1.60804 -4.58117 0.274 -0.009 0.187
F 2.42028 -0.64095 -3.39244 -0.176 -0.175 -0.077
F 2.57000 -2.75984 -3.83876 -0.136 0.199 0.018
C 0.28091 -3.48555 -2.36586 -0.013 -0.210 -0.032
F -0.37896 -3.66691 -3.53242 0.071 0.002 0.164
F -0.57329 -3.80038 -1.38716 0.107 0.049 -0.182
F 1.26513 -4.42428 -2.33416 -0.226 0.146 0.021
C -2.40740 -1.33434 1.63208 0.132 0.097 -0.042
C -3.11882 -1.60892 2.79574 0.036 -0.158 0.032
C -2.99263 -0.37383 0.57793 -0.519 -0.035 -0.109
O -2.12147 0.52033 0.02951 -1.533 -0.223 0.845
C -4.18142 0.47608 1.13296 0.010 0.254 0.157
F -3.85380 1.10787 2.27685 -0.031 -0.052 -0.172
F -5.31318 -0.23460 1.38084 0.161 0.204 -0.036
F -4.53445 1.44266 0.26207 -0.003 -0.176 0.269
C -3.62891 -1.24801 -0.56079 -0.085 -0.108 -0.049
F -2.68466 -1.80290 -1.31435 0.013 -0.009 -0.005
F -4.40902 -0.52059 -1.40184 0.061 -0.053 0.057
F -4.40714 -2.24680 -0.09338 0.049 0.093 -0.039
H -2.81967 -3.16228 5.81006 -0.027 -0.025 0.018
H -4.33939 -3.27564 4.91157 0.002 0.006 0.041
H -3.75391 -1.70738 5.47305 -0.026 -0.010 0.020
H -1.15387 -3.93137 4.22364 0.036 0.024 0.014
H 0.11111 -3.53213 2.16907 0.032 0.039 0.059
H 1.38014 -1.68600 2.43595 0.003 0.048 0.006
H 3.80129 -1.69858 2.29374 0.000 -0.002 -0.002
H 5.84283 -2.12552 0.99161 0.026 -0.015 -0.014
H 5.66270 -0.80446 -0.16324 0.033 -0.015 0.002
H 5.74804 -2.46950 -0.74641 0.014 -0.004 0.008
H 3.58639 -2.14090 -1.92595 -0.006 0.038 0.020
H -4.07770 -1.14208 2.96845 0.050 0.049 0.000
O 4.04001 2.70998 4.38384 -0.021 0.015 0.054
C 3.02556 2.04793 4.67255 -0.016 -0.198 -0.227
O 2.62354 1.62049 5.77373 -0.006 0.104 0.024
C 2.12002 1.67021 3.46196 0.006 0.086 0.165
C 0.81706 1.22862 3.66476 0.082 -0.004 -0.018
C 0.02324 0.91165 2.57682 -0.197 -0.033 -0.031
N 0.45316 0.97994 1.31545 0.377 0.248 -0.074
C 1.70944 1.40664 1.11809 -0.145 -0.016 0.050
C 2.55926 1.77034 2.14873 0.056 0.045 -0.067
C 2.12646 1.47401 -0.33844 0.346 0.344 0.105
O 3.20188 1.95742 -0.65228 -0.059 -0.116 -0.008
O 1.23501 1.01573 -1.15207 1.165 0.843 -0.322
H 0.45189 1.13651 4.67895 -0.014 -0.009 -0.015
H -1.00041 0.58132 2.71034 0.003 -0.003 -0.001
H 3.55549 2.12675 1.92683 -0.013 0.000 0.025
C -2.31240 1.80831 -4.32367 0.100 -0.286 0.172
P -1.67808 1.82467 -2.58854 -0.137 0.962 -0.676
C -2.92263 2.97182 -1.86102 0.108 -0.231 0.050
C -0.26755 2.97854 -2.78035 -0.082 0.071 0.004
C 0.01936 3.89646 -1.77000 -0.022 -0.028 -0.064
C 1.15840 4.68129 -1.83480 0.039 0.027 0.033
C 2.02582 4.56092 -2.90988 0.039 0.015 0.006
C 1.74760 3.65351 -3.91865 0.021 -0.006 -0.048
C 0.61054 2.86302 -3.85308 -0.022 -0.006 0.032
H -1.65616 1.21254 -4.95704 -0.023 0.005 -0.015
H -2.38858 2.82282 -4.71602 0.013 0.010 0.006
H -3.29678 1.33836 -4.32277 0.004 -0.022 -0.005
H -2.83843 3.96439 -2.30447 -0.018 0.000 -0.027
H -2.78247 3.01913 -0.78299 -0.030 0.026 -0.002
H -3.91636 2.56253 -2.04269 -0.006 -0.027 0.041
H -0.63336 3.97534 -0.90788 0.028 0.009 -0.004
H 1.38710 5.36769 -1.02918 -0.007 -0.014 0.012
H 2.93543 5.14695 -2.94060 -0.006 0.011 -0.006
H 2.43391 3.53855 -4.74905 0.000 -0.013 0.012
H 0.42689 2.12576 -4.62533 0.033 0.000 -0.001

=====

No. 3
79
Properties=species:S:1:pos:R:3:forces:R:3 method="wB97M-V/def2-TZVPD" homo_ha=-0.359 charge=+1 homo_lumo_gap_ev=5.79
Zr 0.38091 0.82881 -0.54042 -0.408 0.601 -0.576
I -3.82914 -1.07089 -6.71434 -0.401 0.199 -0.038
C -2.54108 -0.81793 -5.09967 0.274 -0.536 -0.308
C -1.93201 -1.99470 -4.65303 1.192 1.411 -0.001
C -0.82297 -1.79448 -3.82923 -0.342 -1.130 0.483
I 0.35033 -3.49374 -3.55544 0.285 -0.179 0.468
C -0.47416 -0.60930 -3.19034 -2.197 1.875 -1.816
O 0.24755 -0.55722 -2.10776 1.424 0.623 1.341
C -1.07914 0.57818 -3.77739 0.530 -0.366 -0.164
C -0.61348 2.01115 -3.53842 0.023 0.750 0.523
N 0.58395 2.19907 -2.62422 -0.479 -0.510 0.721
C 1.96504 2.08125 -3.14628 -1.019 0.147 -0.269
C 2.95832 2.27071 -2.00883 1.158 -1.940 0.188
C 4.32244 2.46067 -2.37302 -2.813 0.887 2.052
C 5.21989 2.67371 -1.37906 0.864 -0.689 0.383
C 4.85917 2.51151 -0.04996 -1.269 -0.109 -1.554
C 3.54640 2.23725 0.22263 -0.310 -0.740 -0.896
N 2.60975 1.95788 -0.72075 0.495 1.541 -1.673
C -2.08419 0.46355 -4.74098 0.362 -2.729 0.666
H -2.10276 -3.00926 -5.01705 -0.366 0.588 -0.063
H -0.48976 2.51012 -4.51979 0.573 -0.377 0.336
H -1.48060 2.58597 -3.15086 0.662 -0.283 0.457
H 0.53732 3.00790 -1.99200 -0.456 0.042 -0.754
H 2.05665 1.08337 -3.58908 0.171 -0.028 0.110
H 2.16197 2.79855 -3.98259 -0.055 -0.325 0.741
H 4.54962 2.57939 -3.36872 0.593 0.266 -2.102
H 6.23308 2.87200 -1.63637 0.727 0.095 -0.101
H 5.55538 2.40119 0.71085 1.222 0.618 1.358
H 3.26981 2.20750 1.24025 -0.672 -0.510 0.921
H -2.56320 1.24443 -5.25754 -0.145 1.333 -0.225
O -3.98978 1.84830 -1.50323 2.029 0.559 0.359
C -4.45769 1.98600 -0.25790 -1.940 0.472 0.241
C -5.70779 2.63908 0.02321 0.065 0.200 -1.714
C -6.24251 2.58974 1.28410 -0.944 1.012 0.302
C -5.57547 1.92486 2.31612 -0.444 -0.672 0.011
C -4.42611 1.23779 2.03881 2.158 0.760 -0.137
C -3.78589 1.37905 0.78778 0.578 -0.638 0.085
C -2.43469 0.77294 0.49543 0.160 -2.178 1.810
O -1.74638 1.12147 -0.56508 0.798 0.226 -0.498
N -2.00714 -0.19212 1.27868 -0.834 0.677 0.892
N -0.85830 -0.90918 0.91107 -0.080 -0.958 -0.069
C -0.86293 -2.12576 1.49406 -1.678 2.816 -0.926
S -0.27675 -3.46425 0.68481 1.969 -1.513 -1.425
C -0.90383 -4.86610 1.68805 0.467 0.715 0.126
C -1.88419 -4.26665 2.69338 -1.353 -1.640 0.620
S -1.94897 -2.51010 2.77485 -0.231 1.575 0.579
H -2.98277 1.65591 -1.27974 -1.813 0.232 -1.568
H -6.28715 3.18484 -0.78876 1.073 -0.917 0.973
H -7.20729 3.14591 1.48368 1.257 -0.820 -0.196
H -6.00547 1.86623 3.29702 -0.143 0.066 0.299
H -3.76282 0.76827 2.77031 -0.786 -0.083 0.186
H -0.12773 -5.44633 2.19929 0.144 0.500 -0.193
H -1.32671 -5.52354 0.93337 -0.405 0.007 0.170
H -1.70036 -4.64821 3.71368 0.101 0.146 -0.483
H -2.93696 -4.54652 2.47322 0.705 -0.114 -0.056
Se 2.84602 -3.58931 5.51876 -0.421 1.906 -1.065
N 3.42675 -3.49710 3.84726 0.221 -0.271 -1.272
C 2.96259 -2.42685 3.22484 0.109 -0.913 1.099
C 3.07772 -2.10487 1.80988 0.100 -0.550 -0.353
C 3.71809 -2.94287 0.84233 -0.918 -0.236 0.609
C 3.56838 -2.62101 -0.48051 0.246 0.023 -1.215
C 2.64901 -1.60402 -0.86100 0.841 1.044 1.050
N 2.10509 -0.72606 0.01449 1.009 -2.527 1.045
C 2.36384 -0.99096 1.38808 -0.911 1.884 -2.711
C 1.71001 0.01654 2.25350 -1.362 -0.117 0.885
N 0.92764 1.05837 1.67840 1.543 -2.089 3.124
C 0.28830 1.84921 2.59621 0.902 -0.125 -2.386
C 0.33680 1.60901 3.94243 -0.152 1.877 2.058
C 0.87476 0.46086 4.48656 -0.350 -0.118 0.075
C 1.66071 -0.32471 3.65446 -1.411 1.374 -2.550
C 2.16131 -1.58649 4.05461 0.890 -1.110 2.688
N 2.00415 -1.97713 5.32168 0.181 -0.614 -0.699
H 4.12950 -3.92735 1.13976 0.220 1.048 0.002
H 4.15912 -3.13803 -1.29463 -1.125 0.392 1.095
H 2.45698 -1.44694 -1.91252 -0.283 0.047 0.031
H -0.25914 2.70733 2.16896 0.406 -0.577 0.249
H 0.04920 2.47147 4.61650 -0.419 -1.463 -0.787
H 0.60138 0.09815 5.49024 0.625 0.552 -0.382
F 0.23237 2.79452 -0.05710 -0.414 -0.390 -0.187

=====

| no. | strongest force on any atom (eV/A) |
| --- | --- |
| 1 | 0.8 |
| 2 | 1.8 |
| 3 | 4.1 |